The following is a quantum chemistry calculation of C35H20N8NbO7SSe as an isolated structure, from the OMol25 dataset.

Geometry as XYZ:
```
73
Properties=species:S:1:pos:R:3
Nb -0.263 0.164 -0.598
S -2.343 1.079 0.774
C -2.926 -0.559 0.704
C -4.119 -0.888 1.380
C -4.707 -2.113 1.344
C -4.137 -3.024 0.419
C -3.064 -2.630 -0.335
N -2.403 -1.447 -0.166
H -4.607 -0.081 1.967
H -5.452 -2.417 2.159
H -4.523 -4.015 0.287
H -2.580 -3.350 -0.998
C -3.587 1.844 -3.367
C -4.003 0.673 -4.045
C -3.233 -0.482 -3.793
C -2.034 -0.423 -3.095
N -1.663 0.779 -2.424
C -2.461 1.834 -2.562
C -1.151 -1.502 -2.845
C -1.332 -2.787 -3.465
C -0.296 -3.672 -3.574
C 0.972 -3.393 -2.881
C 1.123 -2.177 -2.182
C 0.001 -1.316 -2.069
H -4.095 2.779 -3.583
H -4.914 0.634 -4.664
H -3.645 -1.483 -4.060
H -2.158 2.758 -2.057
H -2.323 -2.954 -3.974
H -0.290 -4.573 -4.174
H 1.824 -4.067 -2.833
H 2.016 -1.975 -1.637
Se 3.429 6.655 2.474
N 2.544 5.268 3.351
C 1.911 4.572 2.391
C 1.273 3.344 2.600
C 1.185 2.775 3.865
C 0.661 1.507 4.045
C -0.036 1.029 2.946
N 0.148 1.458 1.707
C 0.746 2.656 1.476
C 0.847 3.193 0.110
N 0.316 2.483 -0.936
C 0.470 2.895 -2.187
C 1.213 4.049 -2.492
C 1.754 4.853 -1.457
C 1.507 4.430 -0.133
C 2.080 5.038 1.023
N 2.747 6.196 0.903
H 1.552 3.377 4.710
H 0.675 1.044 5.025
H -0.680 0.157 3.022
H -0.120 2.310 -2.886
H 1.219 4.350 -3.550
H 2.401 5.667 -1.679
O 3.727 0.867 0.251
C 2.715 0.179 0.170
O 1.676 0.433 -0.713
C 2.505 -1.068 1.036
C 3.670 -1.793 1.400
C 3.590 -2.983 2.123
C 2.365 -3.514 2.513
C 1.261 -2.790 2.147
C 1.224 -1.620 1.306
O 0.026 -1.229 0.758
N 0.035 -3.234 2.821
O 0.055 -4.292 3.444
O -0.901 -2.424 2.854
N 4.825 -3.596 2.487
O 4.965 -4.433 3.365
O 5.809 -3.176 1.815
H 4.657 -1.487 1.099
H 2.331 -4.363 3.140
```

Results
Net charge: +1
Kohn-Sham gap (eV): 6.047
Energy above the lowest of the compared OMol25 structures with the same formula, charge and spin (kcal/mol): 19.0
E_HOMO (eV): -10.62



The following is a quantum chemistry calculation of C20H17O2PReSe2 as an isolated structure, from the OMol25 dataset.

Geometry as XYZ:
```
43
Properties=species:S:1:pos:R:3
Re -0.240 1.143 -0.800
Se -0.087 0.409 1.433
P 0.293 -1.761 0.898
Se 0.186 -1.138 -1.270
C 1.864 -2.398 1.386
C 2.978 -2.324 0.548
C 4.194 -2.812 0.996
C 4.299 -3.348 2.272
C 3.191 -3.413 3.111
C 1.966 -2.950 2.671
C -1.001 -2.835 1.440
C -2.165 -2.343 2.034
C -3.154 -3.230 2.425
C -2.988 -4.590 2.204
C -1.834 -5.080 1.602
C -0.829 -4.209 1.227
H 2.905 -1.900 -0.446
H 5.060 -2.777 0.350
H 5.252 -3.724 2.618
H 3.283 -3.837 4.102
H 1.097 -3.028 3.314
H -2.302 -1.282 2.201
H -4.052 -2.862 2.901
H -3.765 -5.279 2.507
H -1.716 -6.143 1.437
H 0.082 -4.595 0.783
C -3.309 3.716 -2.276
C -1.912 3.315 -1.967
O -1.811 2.162 -1.381
C -0.780 4.113 -2.281
C -0.983 5.359 -2.924
C 0.077 6.168 -3.252
C 1.374 5.756 -2.945
C 1.618 4.543 -2.313
C 0.554 3.731 -1.986
O 0.865 2.554 -1.360
H -3.996 2.947 -1.939
H -3.427 3.867 -3.350
H -3.546 4.662 -1.785
H -1.986 5.680 -3.163
H -0.090 7.115 -3.744
H 2.212 6.391 -3.203
H 2.622 4.224 -2.073
```

Results
Net charge: +2
Spin multiplicity: 2
Kohn-Sham gap (spin up / spin down) (eV): 6.038 / 6.544
Expectation value of S²: 0.80
E_HOMO (spin up / spin down) (eV): -15.08 / -15.01



The following is a quantum chemistry calculation of C35H25CuN7O2S as an isolated structure, from the OMol25 dataset.

Geometry as XYZ:
```
71
Properties=species:S:1:pos:R:3
Cu 1.220 0.069 -0.187
C 2.274 -0.437 -4.555
O 3.353 -0.790 -3.626
C 2.878 -0.569 -2.422
N 1.696 -0.104 -2.283
C 1.149 0.119 -3.642
C -0.201 -0.506 -3.909
C -0.747 -0.375 -5.184
C -1.988 -0.919 -5.472
C -2.699 -1.598 -4.489
C -2.157 -1.735 -3.221
C -0.910 -1.191 -2.935
C 3.744 -0.810 -1.249
C 5.054 -1.246 -1.283
C 5.737 -1.341 -0.074
C 5.099 -0.997 1.113
C 3.782 -0.585 1.045
N 3.127 -0.507 -0.112
C 2.909 -0.262 2.193
N 1.686 0.034 2.002
C 1.031 0.019 3.322
C 2.240 0.038 4.282
O 3.364 -0.378 3.427
C 0.033 1.125 3.538
C -0.987 0.941 4.468
C -1.906 1.953 4.707
C -1.816 3.153 4.012
C -0.799 3.341 3.088
C 0.126 2.330 2.855
H 1.975 -1.342 -5.076
H 2.672 0.285 -5.260
H 1.055 1.199 -3.769
H -0.207 0.163 -5.958
H -2.405 -0.813 -6.465
H -3.667 -2.025 -4.716
H -2.701 -2.277 -2.456
H -0.468 -1.326 -1.960
H 5.518 -1.496 -2.227
H 6.766 -1.677 -0.057
H 5.602 -1.040 2.070
H 0.507 -0.939 3.393
H 2.166 -0.662 5.106
H 2.458 1.036 4.654
H -1.067 0.000 5.004
H -2.692 1.806 5.436
H -2.529 3.945 4.203
H -0.715 4.283 2.560
H 0.939 2.488 2.156
S -6.104 0.064 0.979
N -5.072 -1.165 1.072
C -3.879 -0.677 0.775
C -2.642 -1.435 0.738
C -2.553 -2.804 1.001
C -1.324 -3.419 0.948
C -0.202 -2.655 0.631
N -0.274 -1.356 0.365
C -1.475 -0.747 0.415
C -1.499 0.685 0.095
N -0.324 1.265 -0.235
C -0.290 2.561 -0.537
C -1.430 3.353 -0.523
C -2.636 2.777 -0.188
C -2.681 1.418 0.127
C -3.897 0.710 0.483
N -5.101 1.249 0.564
H -3.454 -3.356 1.240
H -1.217 -4.477 1.146
H 0.785 -3.104 0.596
H 0.675 2.980 -0.795
H -1.356 4.401 -0.775
H -3.553 3.353 -0.169
```

Results
Net charge: +2
Spin multiplicity: 2
Kohn-Sham gap (spin up / spin down) (eV): 7.697 / 7.091
Energy above the lowest of the compared OMol25 structures with the same formula, charge and spin (kcal/mol): 0.0
Expectation value of S²: 0.75
E_HOMO (spin up / spin down) (eV): -14.03 / -14.03



The following is a quantum chemistry calculation of a 3-piece molecular cluster, C3H10NO4 overall, from the OMol25 dataset.

Geometry as XYZ:
```
18
Properties=species:S:1:pos:R:3
O 1.573 -4.263 0.506
C 1.642 -3.130 0.119
C 0.499 -2.153 0.092
N 0.859 -0.886 -0.479
C -0.293 -0.029 -0.698
O -0.663 0.734 0.328
H 2.583 -2.742 -0.323
H 0.128 -2.111 1.140
H -0.439 -2.587 -0.270
H 1.630 -0.438 -0.007
H -1.043 -0.761 -1.043
H -0.097 0.615 -1.578
H -0.078 3.511 0.796
H -0.506 2.210 1.331
O -0.597 3.152 1.532
H -1.864 3.619 -0.074
H -1.525 2.197 -0.520
O -1.809 3.061 -0.852
```

Results
Net charge: 0
Spin multiplicity: 2
Kohn-Sham gap (spin up / spin down) (eV): 10.801 / 6.924
Energy above the lowest of the compared OMol25 structures with the same formula, charge and spin (kcal/mol): 34.3
Expectation value of S²: 0.75
E_HOMO (spin up / spin down) (eV): -10.26 / -10.18



The following is a quantum chemistry calculation of a 2-piece molecular cluster, H4O2 overall, from the OMol25 dataset.

Geometry as XYZ:
```
6
Properties=species:S:1:pos:R:3
O -1.004 -0.008 0.052
H -1.645 -0.545 -0.455
H -1.346 0.905 0.089
O 1.549 0.096 -0.104
H 1.862 -0.430 0.604
H 0.584 -0.016 -0.186
```

Results
Net charge: 0
Kohn-Sham gap (eV): 11.082
Energy above the lowest of the compared OMol25 structures with the same formula, charge and spin (kcal/mol): 3.8
E_HOMO (eV): -10.51
SMILES: O.O



The following is a quantum chemistry calculation of C37H31N7O3Se2Te3Ti as an isolated structure, from the OMol25 dataset.

Geometry as XYZ:
```
84
Properties=species:S:1:pos:R:3
Ti -0.081 0.214 0.185
O 0.462 2.690 -3.524
C 0.855 3.759 -2.797
C 1.431 4.833 -3.470
C 1.857 5.947 -2.772
C 1.701 6.016 -1.391
C 1.112 4.963 -0.718
C 0.688 3.823 -1.403
C 0.071 2.715 -0.662
O 0.047 1.505 -1.198
N -0.471 2.956 0.497
N -0.949 1.781 1.017
C -1.704 1.781 2.068
C -2.451 0.600 2.395
C -3.199 0.517 3.574
C -4.013 -0.564 3.828
C -4.100 -1.597 2.896
C -3.352 -1.557 1.736
C -2.502 -0.479 1.474
O -1.778 -0.439 0.363
H 0.168 2.004 -2.891
H 1.536 4.770 -4.545
H 2.315 6.767 -3.311
H 2.039 6.890 -0.848
H 0.968 4.984 0.353
H -1.869 2.708 2.611
H -3.111 1.327 4.290
H -4.585 -0.607 4.746
H -4.751 -2.442 3.080
H -3.383 -2.364 1.017
Se 1.865 1.100 1.502
Te 1.057 0.872 3.845
Te 0.094 -1.724 3.743
Se 0.490 -2.147 1.317
Te -1.688 -2.255 -1.679
C -2.129 -3.424 -3.442
C -3.281 -4.207 -3.434
C -3.594 -5.025 -4.510
C -2.755 -5.069 -5.615
C -1.609 -4.288 -5.638
C -1.298 -3.476 -4.557
C -2.596 -0.538 -2.558
C -3.698 0.062 -1.959
C -4.263 1.201 -2.514
C -3.738 1.746 -3.678
C -2.643 1.148 -4.284
C -2.076 0.013 -3.723
H -3.937 -4.171 -2.572
H -4.492 -5.630 -4.485
H -2.993 -5.713 -6.453
H -0.952 -4.318 -6.499
H -0.393 -2.879 -4.577
H -4.111 -0.357 -1.050
H -5.115 1.667 -2.034
H -4.179 2.636 -4.109
H -2.219 1.573 -5.185
H -1.221 -0.449 -4.206
C 3.778 -1.261 0.257
C 3.090 -0.787 -0.974
N 1.795 -0.680 -1.202
C 1.662 -0.333 -2.531
C 2.880 -0.191 -3.103
N 3.786 -0.456 -2.098
C 5.215 -0.383 -2.232
N 5.593 0.880 -2.795
N 6.355 0.943 -3.914
N 6.640 2.161 -4.158
C 6.063 2.958 -3.197
C 6.069 4.343 -3.016
C 5.370 4.838 -1.937
C 4.674 3.994 -1.053
C 4.665 2.624 -1.208
C 5.381 2.129 -2.296
H 3.041 -1.654 0.954
H 4.312 -0.452 0.758
H 4.481 -2.062 0.010
H 0.694 -0.214 -2.981
H 3.182 0.112 -4.091
H 5.601 -1.157 -2.897
H 5.653 -0.498 -1.243
H 6.594 4.987 -3.707
H 5.341 5.906 -1.766
H 4.121 4.430 -0.231
H 4.114 1.986 -0.527
```

Results
Net charge: -1
Spin multiplicity: 2
Kohn-Sham gap (spin up / spin down) (eV): 5.786 / 5.823
Energy above the lowest of the compared OMol25 structures with the same formula, charge and spin (kcal/mol): 29.0
Expectation value of S²: 0.75
E_HOMO (spin up / spin down) (eV): -3.55 / -3.59



The following is a quantum chemistry calculation of an isolated ion of composition C4H11NPS and charge +1, from the OMol25 dataset.

Geometry as XYZ:
```
18
Properties=species:S:1:pos:R:3
N -0.792 1.829 -0.111
C 0.128 0.686 -0.316
C 1.514 0.990 0.133
S 2.431 -0.594 -0.162
C 0.900 -1.651 -0.095
C -0.288 -0.645 0.408
P -2.039 -1.152 -0.180
H -0.176 2.610 -0.447
H -1.024 2.096 0.942
H -1.617 1.766 -0.660
H 0.134 0.548 -1.422
H 1.956 1.845 -0.479
H 1.488 1.111 1.216
H 1.065 -2.546 0.595
H 0.704 -1.975 -1.074
H -0.353 -0.715 1.512
H -2.256 -1.807 0.958
H -1.778 -2.395 -0.818
```

Results
Net charge: +1
Kohn-Sham gap (eV): 8.690
Energy above the lowest of the compared OMol25 structures with the same formula, charge and spin (kcal/mol): 25.1
E_HOMO (eV): -12.52
SMILES: [NH3+][C@H]1CSC[C@@H]1P



The following is a quantum chemistry calculation of C34H44N9Se2Zn as an isolated structure, from the OMol25 dataset.

Geometry as XYZ:
```
90
Properties=species:S:1:pos:R:3
Zn 0.127 0.393 -0.446
C -3.921 1.859 1.169
N -3.733 1.902 -0.266
C -4.787 2.569 -1.018
C -2.525 1.636 -0.824
N -1.374 1.731 -0.193
C -1.162 2.746 0.779
C -1.712 3.980 0.548
C -1.512 5.068 1.414
C -0.711 4.916 2.501
C -0.082 3.673 2.765
C 0.783 3.586 3.886
C 1.445 2.433 4.166
C 1.239 1.309 3.348
C 0.372 1.326 2.288
N 0.218 0.124 1.549
C 0.054 -1.022 2.176
N -0.578 -1.166 3.375
C -1.552 -0.198 3.837
C -0.013 -2.008 4.419
N 0.485 -2.172 1.593
C 1.639 -2.202 0.709
C -0.185 -3.444 1.780
C -0.303 2.546 1.921
N -2.534 1.204 -2.115
C -1.475 1.560 -3.051
C -3.634 0.436 -2.667
H -4.902 1.432 1.382
H -3.861 2.854 1.619
H -3.155 1.230 1.605
H -5.088 3.471 -0.480
H -5.666 1.933 -1.144
H -4.418 2.865 -1.996
H -2.296 4.126 -0.353
H -1.971 6.022 1.193
H -0.519 5.743 3.172
H 0.922 4.469 4.496
H 2.132 2.375 4.999
H 1.787 0.395 3.549
H -1.982 0.314 2.985
H -1.112 0.546 4.506
H -2.343 -0.728 4.371
H 0.815 -2.593 4.029
H -0.765 -2.686 4.828
H 0.365 -1.379 5.230
H 2.058 -1.209 0.599
H 1.364 -2.584 -0.276
H 2.411 -2.858 1.119
H -1.133 -3.301 2.290
H 0.424 -4.148 2.352
H -0.373 -3.890 0.798
H -1.845 2.280 -3.785
H -1.144 0.668 -3.587
H -0.621 1.980 -2.528
H -4.260 0.053 -1.864
H -3.225 -0.407 -3.231
H -4.257 1.020 -3.350
C 5.872 -3.209 -2.641
C 4.932 -2.073 -2.337
C 4.898 -1.481 -1.085
C 4.056 -0.409 -0.787
C 4.149 0.190 0.596
C 3.196 0.080 -1.779
Se 1.988 1.545 -1.425
C 3.264 -0.463 -3.076
C 2.511 0.140 -4.235
C 4.109 -1.539 -3.323
H 6.173 -3.729 -1.732
H 6.780 -2.843 -3.125
H 5.416 -3.935 -3.314
H 5.554 -1.857 -0.306
H 5.033 0.826 0.671
H 4.255 -0.594 1.350
H 3.284 0.806 0.836
H 1.465 0.329 -3.999
H 2.581 -0.502 -5.114
H 2.919 1.119 -4.493
H 4.151 -1.953 -4.325
Se -3.807 -2.438 0.416
N -3.487 -3.497 -0.963
C -2.389 -3.036 -1.530
C -1.754 -3.601 -2.690
C -0.630 -3.004 -3.136
C -0.110 -1.844 -2.461
N -0.652 -1.292 -1.420
C -1.803 -1.875 -0.916
N -2.409 -1.394 0.144
H -2.176 -4.477 -3.164
H -0.092 -3.380 -3.994
H 0.808 -1.388 -2.815
```

Results
Net charge: +1
Kohn-Sham gap (eV): 5.380
Energy above the lowest of the compared OMol25 structures with the same formula, charge and spin (kcal/mol): 0.0
E_HOMO (eV): -9.71



The following is a quantum chemistry calculation of C4H8O2 as an isolated structure, from the OMol25 dataset.

Geometry as XYZ:
```
14
Properties=species:S:1:pos:R:3
C 0.932 0.763 0.261
C 1.392 -0.510 -0.082
O -0.524 -1.657 -0.490
C -1.469 -1.136 0.169
O -1.147 0.564 0.666
C -0.409 1.254 -0.265
H 1.254 1.225 1.192
H 2.075 0.625 -0.393
H 1.123 -0.926 -1.037
H 1.940 -1.109 0.643
H -1.663 -1.542 1.180
H -2.398 -0.876 -0.365
H -0.520 2.344 -0.162
H -0.585 0.981 -1.317
```

Results
Net charge: 0
Kohn-Sham gap (eV): 8.314
Energy above the lowest of the compared OMol25 structures with the same formula, charge and spin (kcal/mol): 138.8
E_HOMO (eV): -8.29



The following is a quantum chemistry calculation of C20H46AuP4S as an isolated structure, from the OMol25 dataset.

Geometry as XYZ:
```
72
Properties=species:S:1:pos:R:3
Au -0.337 0.026 0.837
P -1.827 1.978 1.071
P -2.113 -1.421 2.044
P 1.390 1.216 -0.461
H -1.266 -2.251 -0.636
C -0.249 -1.864 -0.700
C 0.685 -2.114 0.321
H 0.412 -2.695 1.200
C -2.940 1.974 -0.363
C -2.930 2.062 2.514
C -1.026 3.607 1.106
C -1.839 -3.234 2.104
C -2.663 -1.151 3.774
C -3.723 -1.385 1.153
C 2.715 0.089 -1.042
C 2.322 2.578 0.330
C 0.567 1.978 -1.912
H 0.112 -1.493 -1.664
H 1.741 -1.957 0.125
H -3.583 2.859 -0.292
H -3.554 1.062 -0.356
H -2.352 2.007 -1.289
H -3.462 3.022 2.457
H -2.339 2.035 3.440
H -3.664 1.247 2.513
H -1.823 4.354 1.216
H -0.471 3.812 0.184
H -0.350 3.682 1.970
H -2.762 -3.727 2.442
H -1.034 -3.473 2.809
H -1.568 -3.615 1.114
H -3.654 -1.604 3.919
H -2.735 -0.085 4.015
H -1.962 -1.614 4.478
H -4.369 -2.186 1.544
H -3.552 -1.562 0.084
H -4.234 -0.422 1.273
H 3.434 0.610 -1.692
H 2.285 -0.752 -1.606
H 3.255 -0.294 -0.161
H 2.993 3.065 -0.397
H 2.939 2.169 1.145
H 1.628 3.334 0.724
H 1.297 2.433 -2.599
H -0.152 2.750 -1.600
H 0.011 1.190 -2.441
C 1.838 -0.952 -5.612
C 1.231 -0.513 -6.803
C 1.150 -1.384 -7.897
C 1.718 -2.665 -7.845
C 2.451 -3.034 -6.703
C 2.546 -2.173 -5.604
S 1.883 0.045 -4.198
H 0.540 0.420 -4.037
H 0.845 0.506 -6.851
H 0.647 -1.060 -8.817
H 1.628 -3.354 -8.695
H 2.959 -4.000 -6.676
H 3.161 -2.419 -4.747
C 0.417 -0.438 4.917
P 0.862 0.233 3.275
C 1.173 1.967 3.772
C 2.510 -0.536 3.114
H -0.530 -0.013 5.260
H 1.203 -0.173 5.641
H 0.338 -1.528 4.866
H 1.789 1.968 4.681
H 1.664 2.550 2.984
H 0.210 2.440 4.012
H 3.085 -0.364 4.032
H 2.372 -1.618 2.989
H 3.056 -0.150 2.246
```

Results
Net charge: +3
Spin multiplicity: 3
Kohn-Sham gap (spin up / spin down) (eV): 6.628 / 4.047
Expectation value of S²: 2.03
E_HOMO (spin up / spin down) (eV): -14.66 / -16.06